# 1
DFT (the ωB97M-V functional and the def2-TZVPD basis) results for a molecular structure, C53H37BLuN5O2S2 at a distorted geometry.

Results
LUMO (eV): -1.22
Maximum force (eV Å⁻¹): 2.38
Frontier orbital gap (eV): 5.4
E_HOMO (eV): -6.6

Element x y z (Å)
Lu (-0.030, 0.306, 0.250)
C (-1.012, 0.710, -7.140)
C (-0.062, 1.268, -6.300)
C (-0.168, 1.105, -4.932)
C (-1.219, 0.369, -4.392)
C (-2.168, -0.190, -5.239)
C (-2.063, -0.015, -6.607)
C (-1.281, 0.231, -2.921)
C (-1.088, -1.046, -2.367)
C (-1.104, -2.287, -3.098)
C (-1.100, -3.286, -2.181)
C (-1.018, -2.665, -0.882)
C (-0.877, -3.359, 0.342)
C (-1.518, -4.679, 0.440)
C (-2.738, -4.838, -0.237)
C (-3.521, -5.960, -0.068)
C (-3.134, -6.961, 0.808)
C (-1.919, -6.841, 1.460)
C (-1.117, -5.732, 1.268)
C (-0.308, -2.721, 1.484)
N (-0.424, -1.384, 1.714)
C (0.189, -1.110, 2.913)
C (0.043, 0.084, 3.650)
C (0.624, 0.100, 5.004)
C (0.375, -0.927, 5.913)
C (1.030, -0.962, 7.130)
C (1.942, 0.028, 7.459)
C (2.176, 1.067, 6.573)
C (1.513, 1.114, 5.360)
C (-0.658, 1.232, 3.213)
C (-1.200, 2.266, 4.056)
C (-1.913, 3.099, 3.252)
C (-1.769, 2.610, 1.907)
N (-1.004, 1.481, 1.921)
C (-2.293, 3.219, 0.755)
C (-2.125, 2.747, -0.555)
C (-2.553, 3.401, -1.764)
C (-2.202, 2.588, -2.795)
C (-1.604, 1.409, -2.216)
N (-1.556, 1.549, -0.864)
C (-3.202, 4.378, 0.929)
C (-2.817, 5.690, 0.684)
C (-3.732, 6.722, 0.817)
C (-5.040, 6.457, 1.188)
C (-5.433, 5.150, 1.420)
C (-4.518, 4.120, 1.300)
C (0.839, -2.305, 3.377)
C (0.494, -3.306, 2.522)
N (-0.991, -1.316, -1.031)
H (-0.933, 0.844, -8.207)
H (0.760, 1.833, -6.711)
H (0.568, 1.539, -4.269)
H (-2.991, -0.746, -4.814)
H (-2.808, -0.444, -7.259)
H (-1.140, -2.384, -4.166)
H (-1.101, -4.344, -2.363)
H (-3.089, -4.043, -0.878)
H (-4.453, -6.042, -0.608)
H (-3.766, -7.819, 0.972)
H (-1.596, -7.620, 2.137)
H (-0.165, -5.711, 1.768)
H (-0.339, -1.696, 5.655)
H (0.837, -1.771, 7.820)
H (2.466, -0.017, 8.402)
H (2.889, 1.837, 6.825)
H (1.712, 1.910, 4.659)
H (-1.078, 2.324, 5.121)
H (-2.481, 3.964, 3.536)
H (-3.037, 4.359, -1.818)
H (-2.367, 2.747, -3.845)
H (-1.800, 5.903, 0.391)
H (-3.425, 7.741, 0.632)
H (-5.750, 7.266, 1.292)
H (-6.456, 4.935, 1.695)
H (-4.819, 3.099, 1.481)
H (1.503, -2.370, 4.217)
H (0.834, -4.320, 2.573)
S (2.951, 0.673, 2.394)
C (4.121, 0.119, 1.387)
N (4.134, -1.112, 0.856)
C (5.150, -1.454, -0.113)
C (6.217, -0.360, -0.060)
S (5.496, 1.052, 0.866)
H (3.345, -1.725, 1.010)
H (4.706, -1.525, -1.112)
H (5.576, -2.431, 0.137)
H (6.504, 0.002, -1.045)
H (7.106, -0.676, 0.485)
O (2.060, -0.500, -1.813)
B (1.949, 0.662, -0.957)
O (2.921, 1.560, -1.420)
C (3.562, 1.018, -2.479)
C (4.577, 1.546, -3.251)
C (5.039, 0.767, -4.302)
C (4.515, -0.494, -4.553)
C (3.504, -1.031, -3.767)
C (3.025, -0.251, -2.733)
H (4.987, 2.520, -3.037)
H (5.821, 1.150, -4.940)
H (4.904, -1.080, -5.372)
H (3.107, -2.018, -3.944)

These are the Mulliken partial charges, in e, on atoms 1 to 4:
1. Lu 1.70
2. C -0.45
3. C -0.98
4. C -0.04



# 2
DFT (the ωB97M-V functional and the def2-TZVPD basis) results for a molecular structure, C53H38Br2N4OW.

Results
Net charge: +2
LUMO (alpha / beta) (eV): -7.68 / -7.65
Maximum force (eV Å⁻¹): 0.47
Frontier orbital gap (alpha / beta) (eV): 4.7 / 4.7
E_HOMO (alpha / beta) (eV): -12.3 / -12.3
Energy above the lowest of the compared OMol25 structures with the same formula, charge and spin (kJ/mol): 151.7

Element x y z (Å)
W (-0.267, -0.105, -0.415)
C (5.189, 5.315, -2.025)
C (5.422, 4.325, -1.080)
C (4.456, 3.363, -0.830)
C (3.249, 3.393, -1.525)
C (3.014, 4.391, -2.467)
C (3.988, 5.345, -2.719)
C (2.201, 2.375, -1.262)
C (2.433, 1.055, -1.602)
C (3.667, 0.454, -1.986)
C (3.518, -0.898, -1.898)
C (2.148, -1.146, -1.586)
C (1.435, -2.373, -1.642)
C (2.044, -3.622, -1.210)
C (3.270, -3.599, -0.520)
C (3.853, -4.767, -0.071)
C (3.216, -5.985, -0.275)
C (1.971, -6.022, -0.890)
C (1.382, -4.856, -1.336)
C (0.162, -2.288, -2.289)
N (-0.633, -1.191, -2.105)
C (-1.782, -1.384, -2.858)
C (-2.955, -0.664, -2.697)
C (-4.118, -1.018, -3.545)
C (-4.047, -0.833, -4.925)
C (-5.130, -1.166, -5.723)
C (-6.276, -1.701, -5.151)
C (-6.344, -1.899, -3.779)
C (-5.269, -1.554, -2.973)
C (-3.112, 0.301, -1.696)
C (-4.314, 0.975, -1.378)
C (-4.117, 1.656, -0.212)
C (-2.758, 1.480, 0.154)
N (-2.139, 0.686, -0.784)
C (-2.034, 2.180, 1.156)
C (-0.747, 2.616, 0.742)
C (-0.214, 3.924, 0.885)
C (0.863, 4.019, 0.053)
C (1.060, 2.755, -0.551)
N (0.034, 1.904, -0.141)
C (-2.632, 2.599, 2.415)
C (-1.884, 3.316, 3.368)
C (-2.441, 3.689, 4.573)
C (-3.745, 3.324, 4.881)
C (-4.471, 2.539, 3.994)
C (-3.918, 2.166, 2.786)
C (-1.611, -2.571, -3.622)
C (-0.437, -3.151, -3.243)
N (1.504, 0.047, -1.422)
H (5.945, 6.063, -2.221)
H (6.355, 4.305, -0.535)
H (4.634, 2.596, -0.085)
H (2.077, 4.413, -3.011)
H (3.807, 6.113, -3.459)
H (4.547, 0.997, -2.291)
H (4.249, -1.651, -2.140)
H (3.755, -2.659, -0.299)
H (4.797, -4.729, 0.455)
H (3.673, -6.900, 0.077)
H (1.450, -6.963, -1.002)
H (0.387, -4.908, -1.745)
H (-3.154, -0.409, -5.368)
H (-5.079, -1.007, -6.791)
H (-7.118, -1.966, -5.776)
H (-7.232, -2.327, -3.334)
H (-5.315, -1.723, -1.904)
H (-5.208, 0.958, -1.979)
H (-4.819, 2.307, 0.277)
H (-0.660, 4.718, 1.459)
H (1.475, 4.886, -0.132)
H (-0.845, 3.543, 3.191)
H (-1.850, 4.242, 5.290)
H (-4.179, 3.610, 5.830)
H (-5.462, 2.195, 4.259)
H (-4.473, 1.489, 2.157)
H (-2.306, -2.932, -4.363)
H (0.001, -4.045, -3.651)
Br (-1.542, -0.196, 3.835)
C (-0.574, -1.832, 4.283)
Br (-1.722, -1.937, 0.530)
H (-0.237, -1.696, 5.307)
H (-1.308, -2.631, 4.242)
C (2.312, 1.117, 2.006)
C (1.515, -0.129, 2.196)
O (0.720, -0.477, 1.112)
C (1.529, -0.953, 3.251)
C (0.618, -2.141, 3.358)
C (1.311, -3.321, 3.991)
C (2.304, -3.133, 4.861)
C (2.772, -1.783, 5.156)
C (2.413, -0.739, 4.395)
H (2.872, 1.070, 1.070)
H (3.030, 1.242, 2.811)
H (1.675, 2.004, 1.984)
H (0.234, -2.411, 2.377)
H (0.920, -4.309, 3.786)
H (2.765, -3.969, 5.370)
H (3.449, -1.637, 5.987)
H (2.806, 0.245, 4.609)

These are the Mulliken partial charges, in e, on atoms 1 to 4:
1. W -0.39
2. C -0.44
3. C -0.99
4. C 0.16



# 3
DFT (the ωB97M-V functional and the def2-TZVPD basis) results for 9 unconnected molecules or ions with the total composition C53H40BClN2O34P at a distorted geometry.

Results
Net charge: +1
LUMO (eV): -4.83
Maximum force (eV Å⁻¹): 1.57
Frontier orbital gap (eV): 6.2
E_HOMO (eV): -11.0
Energy above the lowest of the compared OMol25 structures with the same formula, charge and spin (kJ/mol): 0.0

Element x y z (Å)
C (6.310, 0.373, -1.192)
B (5.201, 0.451, -2.283)
O (5.403, 0.131, -3.589)
C (3.761, 0.998, -1.837)
C (3.601, 2.024, -0.958)
C (2.302, 2.383, -0.639)
N (1.279, 1.753, -1.166)
P (-0.446, 2.276, -0.711)
O (-1.276, 1.008, -1.133)
Cl (-0.243, 2.116, 1.334)
N (1.370, 0.764, -2.053)
C (2.599, 0.431, -2.360)
H (6.568, 1.374, -0.860)
H (5.878, -0.107, -0.316)
H (7.182, -0.174, -1.512)
H (5.363, -0.804, -3.802)
H (4.440, 2.535, -0.528)
H (2.103, 3.186, 0.048)
H (-0.795, 0.183, -0.927)
H (2.695, -0.355, -3.089)
C (-5.452, -2.264, -0.210)
C (-4.215, -2.099, -0.694)
C (-3.098, -1.559, 0.157)
O (-1.987, -1.443, -0.340)
C (-3.387, -1.193, 1.524)
C (-4.626, -1.353, 2.013)
C (-5.742, -1.913, 1.174)
O (-6.829, -2.042, 1.696)
O (-4.944, -1.035, 3.251)
O (-3.907, -2.405, -1.955)
H (-6.263, -2.654, -0.815)
H (-2.578, -0.794, 2.121)
H (-5.894, -1.232, 3.376)
H (-2.959, -2.212, -2.080)
C (-5.373, -0.192, 6.601)
C (-4.642, -0.527, 7.668)
C (-5.261, -0.739, 9.022)
O (-4.525, -1.058, 9.934)
C (-6.695, -0.547, 9.159)
C (-7.429, -0.212, 8.087)
C (-6.809, -0.025, 6.730)
O (-7.540, 0.257, 5.799)
O (-8.739, -0.025, 8.139)
O (-3.327, -0.702, 7.611)
H (-4.933, -0.040, 5.624)
H (-7.130, -0.687, 10.138)
H (-9.020, 0.203, 7.234)
H (-3.050, -0.945, 8.516)
C (0.704, -4.591, -1.232)
C (1.180, -5.709, -0.666)
C (0.478, -7.034, -0.818)
O (0.984, -8.003, -0.291)
C (-0.757, -7.074, -1.583)
C (-1.231, -5.954, -2.144)
C (-0.516, -4.638, -2.012)
O (-0.998, -3.665, -2.563)
O (-2.352, -5.919, -2.851)
O (2.286, -5.732, 0.057)
H (1.199, -3.636, -1.130)
H (-1.261, -8.026, -1.674)
H (-2.469, -4.997, -3.143)
H (2.408, -6.659, 0.353)
C (-0.906, 1.874, 7.156)
C (0.014, 1.948, 8.129)
C (1.300, 2.705, 7.950)
O (2.076, 2.738, 8.881)
C (1.543, 3.355, 6.670)
C (0.623, 3.282, 5.703)
C (-0.670, 2.538, 5.887)
O (-1.453, 2.531, 4.953)
O (0.776, 3.865, 4.517)
O (-0.138, 1.365, 9.307)
H (-1.832, 1.329, 7.281)
H (2.474, 3.890, 6.548)
H (-0.039, 3.679, 4.014)
H (0.662, 1.575, 9.824)
C (6.582, 2.886, -5.245)
C (7.100, 2.495, -6.417)
C (7.428, 3.484, -7.505)
O (7.911, 3.050, -8.530)
C (7.142, 4.890, -7.268)
C (6.618, 5.275, -6.096)
C (6.321, 4.290, -5.002)
O (5.868, 4.719, -3.954)
O (6.321, 6.534, -5.811)
O (7.362, 1.232, -6.709)
H (6.340, 2.192, -4.455)
H (7.364, 5.589, -8.062)
H (5.937, 6.527, -4.914)
H (7.733, 1.236, -7.613)
C (-9.673, -1.566, -2.330)
C (-10.350, -0.960, -3.318)
C (-10.086, -1.268, -4.767)
O (-10.752, -0.687, -5.599)
C (-9.049, -2.235, -5.089)
C (-8.374, -2.837, -4.102)
C (-8.656, -2.544, -2.655)
O (-8.006, -3.146, -1.816)
O (-7.415, -3.727, -4.321)
O (-11.290, -0.058, -3.099)
H (-9.855, -1.356, -1.286)
H (-8.857, -2.439, -6.133)
H (-7.100, -4.009, -3.443)
H (-11.618, 0.214, -3.977)
C (4.953, -6.201, 2.376)
C (4.822, -7.513, 2.146)
C (5.956, -8.477, 2.360)
O (5.743, -9.652, 2.141)
C (7.234, -7.949, 2.807)
C (7.367, -6.635, 3.034)
C (6.226, -5.676, 2.842)
O (6.423, -4.499, 3.080)
O (8.502, -6.084, 3.442)
O (3.693, -8.064, 1.716)
H (4.143, -5.500, 2.226)
H (8.047, -8.647, 2.944)
H (8.325, -5.130, 3.535)
H (3.873, -9.021, 1.633)
C (3.481, 8.964, -4.989)
C (2.912, 7.818, -4.601)
C (1.445, 7.716, -4.296)
O (1.017, 6.624, -3.961)
C (0.632, 8.909, -4.407)
C (1.196, 10.064, -4.794)
C (2.662, 10.161, -5.122)
O (3.094, 11.236, -5.480)
O (0.517, 11.190, -4.916)
O (3.582, 6.677, -4.453)
H (4.535, 9.047, -5.215)
H (-0.419, 8.827, -4.170)
H (1.156, 11.867, -5.211)
H (2.917, 6.020, -4.179)

These are the Mulliken partial charges, in e, on atoms 1 to 4:
1. C -0.98
2. B 0.42
3. O -0.55
4. C 0.75



# 4
DFT (the ωB97M-V functional and the def2-TZVPD basis) results for a molecular structure, C53H40F6N2O5P2RuS6Si.

Results
Net charge: -1
Spin multiplicity: 2
LUMO (alpha / beta) (eV): 1.69 / 1.43
Maximum force (eV Å⁻¹): 0.93
Frontier orbital gap (alpha / beta) (eV): 5.2 / 5.0
E_HOMO (alpha / beta) (eV): -3.5 / -3.5
Energy above the lowest of the compared OMol25 structures with the same formula, charge and spin (kJ/mol): 227.2

Element x y z (Å)
Ru (-0.219, -0.148, 0.112)
C (-0.419, -2.630, 2.656)
Si (-0.334, -0.768, 2.363)
C (1.075, -0.192, 3.487)
C (1.156, -0.768, 4.762)
C (2.189, -0.478, 5.638)
C (3.173, 0.424, 5.264)
C (3.105, 1.023, 4.019)
C (2.087, 0.699, 3.120)
P (2.082, 1.704, 1.599)
C (2.114, 3.347, 1.981)
C (0.652, 3.703, 2.158)
C (0.449, 5.190, 2.080)
C (1.476, 6.050, 1.994)
C (2.860, 5.643, 1.886)
C (3.128, 4.307, 1.825)
C (3.408, 1.305, 0.456)
C (3.169, 1.465, -0.905)
C (4.214, 1.338, -1.807)
C (5.494, 1.053, -1.356)
C (5.731, 0.892, 0.001)
C (4.693, 1.020, 0.910)
C (-1.998, -0.181, 3.078)
C (-2.372, -0.144, 4.423)
C (-3.704, -0.041, 4.789)
C (-4.698, -0.009, 3.814)
C (-4.349, -0.022, 2.476)
C (-3.002, -0.065, 2.113)
P (-2.445, -0.013, 0.372)
C (-3.390, 1.333, -0.410)
C (-4.222, 2.218, 0.261)
C (-4.914, 3.190, -0.451)
C (-4.772, 3.284, -1.827)
C (-3.942, 2.395, -2.501)
C (-3.263, 1.420, -1.794)
C (-3.424, -1.423, -0.321)
C (-4.704, -1.249, -0.853)
C (-5.464, -2.341, -1.243)
C (-4.960, -3.626, -1.119)
C (-3.690, -3.812, -0.594)
C (-2.935, -2.719, -0.193)
H (-0.645, -2.838, 3.706)
H (0.525, -3.112, 2.405)
H (-1.215, -3.084, 2.066)
H (0.402, -1.480, 5.075)
H (2.222, -0.950, 6.613)
H (3.978, 0.676, 5.943)
H (3.827, 1.789, 3.756)
H (0.235, 3.322, 3.115)
H (-0.571, 5.551, 2.109)
H (1.249, 7.111, 1.967)
H (3.642, 6.381, 1.777)
H (4.142, 3.964, 1.637)
H (2.167, 1.679, -1.261)
H (4.015, 1.452, -2.866)
H (6.307, 0.947, -2.064)
H (6.727, 0.657, 0.357)
H (4.888, 0.874, 1.965)
H (-1.614, -0.201, 5.197)
H (-3.977, -0.009, 5.838)
H (-5.741, 0.033, 4.102)
H (-5.120, 0.007, 1.715)
H (-4.304, 2.186, 1.338)
H (-5.546, 3.891, 0.079)
H (-5.300, 4.055, -2.374)
H (-3.813, 2.464, -3.573)
H (-2.606, 0.733, -2.314)
H (-5.118, -0.258, -0.972)
H (-6.453, -2.180, -1.655)
H (-5.550, -4.478, -1.434)
H (-3.281, -4.808, -0.499)
H (-1.944, -2.877, 0.199)
F (2.937, -3.192, 2.990)
C (3.843, -2.806, 2.093)
F (4.518, -1.767, 2.590)
F (4.696, -3.809, 1.885)
S (3.048, -2.287, 0.514)
O (2.169, -1.207, 0.910)
O (4.142, -1.995, -0.359)
N (2.268, -3.610, 0.215)
S (0.999, -3.715, -0.693)
O (0.078, -2.596, -0.560)
O (1.225, -4.184, -2.022)
C (0.224, -5.207, 0.143)
F (0.508, -6.300, -0.562)
F (0.651, -5.393, 1.387)
F (-1.107, -5.069, 0.171)
O (0.298, 0.061, -1.827)
C (0.283, -0.176, -3.190)
C (1.280, -1.256, -3.588)
C (2.499, -1.465, -3.032)
C (3.255, -2.467, -3.699)
C (2.592, -2.990, -4.765)
S (1.040, -2.284, -4.948)
C (0.689, 1.128, -3.873)
C (1.430, 1.346, -4.996)
C (1.576, 2.730, -5.297)
C (0.947, 3.524, -4.387)
S (0.190, 2.610, -3.155)
C (-1.114, -0.596, -3.646)
C (-1.818, -1.662, -3.171)
C (-3.103, -1.784, -3.765)
C (-3.337, -0.819, -4.698)
S (-2.003, 0.242, -4.855)
H (2.846, -0.916, -2.175)
H (4.232, -2.795, -3.374)
H (2.913, -3.779, -5.426)
H (1.856, 0.544, -5.583)
H (2.135, 3.111, -6.140)
H (0.918, 4.602, -4.359)
H (-1.419, -2.323, -2.415)
H (-3.819, -2.551, -3.504)
H (-4.223, -0.676, -5.296)
S (-1.345, 3.438, 0.267)
C (-0.075, 2.858, 1.099)
N (0.516, 1.613, 0.884)

These are the Mulliken partial charges, in e, on atoms 1 to 4:
1. Ru 0.15
2. C -1.06
3. Si 2.67
4. C 1.06